Record 1
{"formula": "C3H9O5", "method": "ωB97M-V/def2-TZVPD", "homo_lumo_gap_ev": 9.35, "e_homo_ev": -5.51, "energy_ev": -13496.6624, "total_charge": -1, "max_force_ev_per_a": 2.30, "lumo_energy_ev": 3.844, "elements": ["O", "O", "O", "O", "O", "C", "C", "C", "H", "H", "H", "H", "H", "H", "H", "H", "H"], "positions_angstrom": [[0.023, 3.031, 1.096], [-1.365, 0.956, -0.978], [1.451, 1.046, -0.134], [1.260, -1.150, -0.581], [-0.056, -3.553, -0.523], [-0.321, -0.223, 0.926], [0.929, -0.099, -0.001], [-1.599, 0.059, 0.163], [0.521, 2.310, 0.606], [-2.427, 0.519, 0.740], [-2.172, -0.777, -0.249], [0.353, -2.656, -0.543], [0.684, -4.156, -0.617], [-0.270, -1.146, 1.520], [-0.871, 2.873, 0.689], [-0.400, 1.122, -0.957], [-0.221, 0.598, 1.698]], "forces_ev_per_angstrom": [[-1.3, -0.8, -1.2], [0.4, -0.4, 1.1], [-0.5, -0.4, 0.0], [0.3, 0.0, -0.1], [-0.1, -0.1, 0.0], [0.6, 1.5, 1.6], [-0.2, -0.5, 0.1], [-1.6, 0.6, -1.3], [0.4, 0.5, 0.6], [0.8, 0.2, 0.4], [0.9, -0.6, -0.1], [0.1, 0.1, 0.0], [0.0, 0.1, 0.0], [-0.4, 0.0, -0.7], [1.1, 0.5, 0.7], [-0.5, 0.2, -0.4], [-0.1, -0.7, -0.8]], "nbo_charge": [-1.00, -0.76, -0.78, -0.76, -1.00, -0.58, 0.77, -0.06, 0.50, 0.15, 0.17, 0.51, 0.45, 0.23, 0.46, 0.48, 0.22]}


Record 2
{"formula": "C3H9OPS", "method": "ωB97M-V/def2-TZVPD", "homo_lumo_gap_ev": 8.81, "e_homo_ev": -8.12, "energy_ev": -25427.1419, "total_charge": 0, "max_force_ev_per_a": 4.21, "lumo_energy_ev": 0.687, "elements": ["S", "P", "O", "C", "C", "C", "H", "H", "H", "H", "H", "H", "H", "H", "H"], "positions_angstrom": [[1.786, -1.876, -0.629], [0.662, -0.167, -0.411], [1.958, 0.954, 0.461], [0.395, 0.610, -1.898], [-1.707, 0.182, 1.014], [-0.422, -0.626, 1.051], [0.013, -0.077, -2.643], [2.551, -1.312, -1.561], [-0.218, 1.497, -1.797], [1.587, 1.838, 0.501], [-2.211, 0.047, 0.057], [-2.381, -0.135, 1.806], [-0.635, -1.692, 0.925], [0.124, -0.487, 1.983], [-1.502, 1.244, 1.139]], "forces_ev_per_angstrom": [[-0.2, -0.2, 0.1], [3.1, 2.6, 1.3], [-2.5, -2.6, -1.1], [-0.6, -0.8, 1.2], [-0.1, 0.0, -0.1], [0.3, 0.2, -0.7], [0.1, -0.1, -0.2], [0.1, 0.1, -0.2], [0.0, 0.3, -0.1], [-0.2, 0.3, -0.2], [-0.1, 0.0, 0.0], [-0.1, 0.0, 0.1], [0.0, 0.0, 0.0], [0.2, 0.0, -0.2], [-0.1, 0.1, 0.0]], "nbo_charge": [-0.25, 1.50, -0.98, -1.17, -0.62, -0.74, 0.24, 0.18, 0.23, 0.47, 0.22, 0.22, 0.23, 0.26, 0.21]}